C3H9N2O4S | wB97M-V/def2-TZVPD

CARTESIAN COORDINATES (ANGSTROEM)
O (0.3403, 1.3440, 0.1405)
H (2.0702, 2.1304, 3.0855)
H (4.0528, -0.5901, 2.1965)
H (-2.2156, 1.1503, 0.1777)
H (2.2847, 0.2164, -0.6408)
H (-3.0601, 0.4440, -1.0902)
O (1.8136, 1.6442, 2.3447)
C (-0.8982, -0.1901, -0.9593)
H (-2.5867, -0.6183, 0.3415)
S (-0.2783, -1.7520, 1.7965)
C (-2.2097, 0.2403, -0.3237)
O (3.5085, 0.1190, 2.5380)
H (-0.7254, 0.3282, -1.8788)
H (1.0014, 1.4449, 0.8697)
N (0.3218, 0.1062, -0.1981)
H (-0.8334, -1.2451, -1.1363)
O (1.4577, -0.1727, -1.0741)
C (0.5664, -0.6702, 0.9866)
N (2.6564, 0.7058, 1.7010)

Properties
Total charge: +1
HOMO energy (spin up / spin down), Ha: -0.4874 / -0.4784
Total energy, eV: -25245.174
Frontier orbital gap (spin up / spin down), eV: 7.79 / 7.80

---

C3H9N2O8S2 | wB97M-V/def2-TZVPD

CARTESIAN COORDINATES (ANGSTROEM)
C (0.0530, 0.8064, -0.3416)
O (1.9797, -2.1916, -0.8834)
O (0.7764, -1.7315, 1.1242)
C (-1.7671, -0.8631, -0.6105)
H (0.3646, -0.0013, 1.5772)
S (1.8619, -1.3415, 0.2740)
O (3.0341, -0.9423, 1.0639)
O (-4.3203, -0.7511, 0.0853)
O (-3.0963, 1.3420, -0.2740)
H (2.6804, -0.5478, -1.9240)
H (1.7041, 0.8553, -2.5047)
H (-1.4759, -1.5991, 0.1097)
C (1.4200, 0.2497, -0.5306)
H (3.0809, 1.1645, 0.8282)
H (0.2221, 1.5479, 1.5438)
O (-2.6941, 0.1575, 1.8247)
H (0.0449, 1.8713, -0.7507)
O (-0.9270, 0.0468, -1.1550)
N (2.0286, 0.2582, -1.6618)
N (-0.2116, 0.7275, 1.1205)
H (-1.8111, 0.5377, 1.8195)
S (-3.1241, 0.0243, 0.2091)
O (2.4385, 1.7483, 0.5362)
H (-2.2617, -1.3680, -1.4801)

Properties
Total charge: -1
HOMO energy (spin up / spin down), Ha: -0.2098 / -0.2098
Total energy, eV: -44286.879
Frontier orbital gap (spin up / spin down), eV: 8.87 / 8.87

---

C3H9N2OS | wB97M-V/def2-TZVPD

CARTESIAN COORDINATES (ANGSTROEM)
N (-0.4310, 0.0031, 2.5867)
H (-1.4132, 0.3012, -1.8712)
H (0.0101, -0.5884, 1.8106)
H (-0.3798, -0.2142, 3.5681)
H (-0.9810, -1.1052, -1.2023)
O (-1.6886, 1.8812, 3.0403)
C (0.5601, -0.2574, -2.1478)
H (2.3898, -0.3077, -1.0135)
H (-1.1204, 1.2260, 1.1727)
C (1.3231, -0.2332, -0.7963)
C (-1.1180, 1.1202, 2.2739)
H (1.1416, 0.7231, -0.2899)
N (-0.8715, -0.5360, -2.0359)
H (0.9826, -1.0713, -2.7415)
S (0.8767, -1.6418, 0.2938)
H (0.7195, 0.7002, -2.6475)

Properties
Total charge: -1
HOMO energy, Ha: -0.1246
Total energy, eV: -19121.646
Frontier orbital gap, eV: 7.26

---

C3H9N2S | wB97M-V/def2-TZVPD

CARTESIAN COORDINATES (ANGSTROEM)
H (1.0855, -2.6957, -1.6783)
H (1.7501, -2.8960, 0.4779)
N (0.6291, -0.8197, -1.0773)
H (-0.8112, -0.3135, 0.4646)
S (-0.8900, 2.3211, 1.0639)
C (-0.3591, 0.0669, -0.4597)
H (1.5621, -0.4810, -0.8667)
H (0.4646, -2.1306, 1.1072)
H (-0.5911, -2.4308, -1.1769)
H (0.5287, 2.0424, -0.8933)
H (-1.1780, 0.2643, -1.1532)
N (0.7402, -2.8052, 0.3965)
C (0.4591, -2.2264, -0.9223)
H (1.1672, 1.1988, 0.4918)
C (0.2371, 1.4031, -0.0599)

Properties
SMILES: NCNCC[S-]
Total charge: -1
HOMO energy, Ha: -0.0857
Total energy, eV: -17072.903
Frontier orbital gap, eV: 6.17

---

Which ΔE to the lowest compared entry with this formula, charge and spin belongs to each record? In order, 0.0, 104.3, 91.7, 60.1 kJ/mol.